(1)
C25H64N4O14PS4 | ωB97M-V/def2-TZVPD

XYZ file:
```
112
Properties=species:S:1:pos:R:3:forces:R:3
C 0.888 -0.232 5.240 0.0 -0.1 0.0
P 1.375 0.514 3.664 0.2 0.1 -0.1
C 1.150 2.312 3.776 -0.2 0.0 0.0
C 0.388 2.953 2.608 0.1 0.1 0.0
C 0.431 4.478 2.700 0.0 -0.2 -0.1
C -0.244 5.123 1.494 -0.3 0.2 -0.1
O -0.850 6.338 1.902 0.0 0.1 -0.1
C 0.281 -0.153 2.412 -0.3 -0.1 0.0
C 0.253 -1.687 2.288 0.0 0.0 -0.1
C -1.106 -2.164 1.755 0.0 0.1 0.0
C -2.140 -2.565 2.831 0.0 0.2 -0.3
N -3.462 -2.027 2.488 0.0 -0.3 0.4
C -3.875 -0.826 3.140 0.3 -0.2 0.1
N -4.352 0.107 2.434 -0.2 0.2 -0.1
N -3.803 -0.853 4.544 0.0 0.5 0.0
C 3.144 0.194 3.379 0.2 -0.2 0.1
C 3.532 -0.711 2.211 0.3 0.0 -0.1
O 2.962 -0.171 1.029 -0.5 -0.3 0.0
C 5.051 -0.769 2.047 0.0 -0.1 -0.1
N 5.355 -1.790 1.049 0.2 0.0 0.1
H 0.068 -0.931 5.071 0.0 0.1 0.0
H 1.713 -0.788 5.683 0.0 0.1 0.0
H 0.556 0.541 5.933 0.1 0.0 0.0
H 0.614 2.505 4.710 0.1 0.1 0.0
H 2.143 2.759 3.873 0.0 0.0 0.0
H -0.658 2.634 2.632 0.1 -0.1 -0.1
H 0.811 2.632 1.650 0.0 0.0 0.1
H 1.474 4.801 2.769 -0.1 0.1 0.1
H -0.099 4.817 3.594 0.1 0.0 0.0
H 0.492 5.308 0.700 0.0 -0.1 0.0
H -1.004 4.451 1.074 0.1 0.0 0.1
H -1.621 6.506 1.334 0.1 -0.1 0.1
H 0.533 0.306 1.457 0.0 0.0 0.0
H -0.718 0.214 2.690 0.1 0.0 0.0
H 1.030 -1.992 1.585 0.0 0.0 0.1
H 0.481 -2.170 3.245 0.0 0.0 -0.1
H -1.552 -1.357 1.169 0.0 -0.1 0.0
H -0.953 -2.995 1.063 0.0 0.0 0.1
H -2.219 -3.651 2.863 0.0 0.0 0.1
H -1.791 -2.255 3.829 0.0 0.0 -0.1
H -4.179 -2.722 2.672 0.1 0.0 -0.1
H -4.650 0.897 3.006 0.0 0.0 0.0
H -4.123 0.011 4.964 0.1 -0.1 0.0
H -2.910 -1.120 4.935 -0.2 -0.3 0.0
H 3.527 -0.245 4.304 0.0 0.1 0.0
H 3.637 1.162 3.260 -0.1 0.0 -0.1
H 3.187 -1.740 2.373 -0.2 0.1 0.1
H 2.820 -0.904 0.410 0.3 0.3 0.0
H 5.373 0.202 1.663 0.0 0.0 0.1
H 5.541 -0.928 3.017 0.0 0.0 0.0
H 6.224 -1.584 0.565 -0.1 0.0 0.0
H 5.490 -2.695 1.485 -0.1 0.0 0.0
O 8.320 -1.549 -1.850 0.0 -0.1 0.1
S 8.513 -0.156 -2.125 0.0 0.1 0.0
O 8.731 0.731 -1.022 0.0 0.0 0.0
O 7.289 0.364 -2.995 0.1 0.0 0.1
C 5.969 0.028 -2.497 -0.2 -0.1 0.0
C 5.580 0.856 -1.293 0.0 0.0 0.0
C 9.772 0.070 -3.324 0.0 0.0 0.0
H 5.950 -1.039 -2.272 0.0 0.0 0.0
H 5.308 0.206 -3.342 0.1 0.1 0.0
H 6.220 0.628 -0.442 0.0 0.0 0.0
H 4.549 0.635 -1.018 0.0 0.0 0.0
H 5.672 1.922 -1.504 0.0 0.0 0.0
H 9.581 -0.595 -4.162 0.0 0.0 0.0
H 10.711 -0.182 -2.835 0.0 0.0 0.0
H 9.772 1.112 -3.634 0.0 0.0 0.0
O 0.148 -5.510 -0.652 0.1 0.1 0.1
S 0.715 -5.786 -1.942 -0.2 0.0 0.0
O 1.632 -4.836 -2.496 0.0 0.0 0.0
O -0.458 -6.077 -2.955 0.1 0.0 -0.1
C -1.563 -5.130 -3.008 -0.2 0.1 0.0
C -1.206 -3.863 -3.750 0.1 0.0 0.0
C 1.433 -7.388 -1.962 0.1 0.0 0.0
H -1.898 -4.932 -1.992 0.0 0.0 0.0
H -2.350 -5.682 -3.512 0.0 0.0 0.0
H -0.459 -3.278 -3.216 0.0 0.0 0.0
H -2.108 -3.261 -3.858 0.0 0.0 0.0
H -0.812 -4.093 -4.740 0.0 0.0 0.0
H 0.720 -8.095 -1.549 0.0 0.0 0.0
H 2.328 -7.335 -1.346 0.0 0.0 0.0
H 1.691 -7.637 -2.988 0.0 0.0 0.0
O -7.229 -3.806 -2.880 0.0 0.0 0.0
S -5.918 -3.392 -3.274 0.0 0.0 0.0
O -4.794 -4.194 -2.890 0.1 0.0 0.0
O -5.685 -1.898 -2.808 0.1 0.0 0.0
C -6.047 -1.561 -1.440 -0.2 0.1 0.2
C -5.099 -2.126 -0.407 0.0 -0.1 -0.2
C -5.860 -3.112 -5.009 0.0 0.0 0.0
H -7.073 -1.889 -1.270 0.0 0.0 0.0
H -6.035 -0.474 -1.440 0.1 0.0 0.0
H -5.166 -3.213 -0.365 0.0 0.0 0.0
H -5.351 -1.712 0.569 0.0 0.0 -0.1
H -4.068 -1.857 -0.633 0.0 0.1 0.0
H -6.702 -2.487 -5.290 0.0 0.0 0.0
H -5.931 -4.090 -5.480 0.0 0.0 0.0
H -4.914 -2.638 -5.255 0.0 0.0 0.0
O -1.730 5.153 -1.860 0.0 0.0 0.0
S -2.231 6.429 -1.442 0.3 0.0 -0.2
O -2.882 6.506 -0.162 -0.1 0.0 0.1
O -3.158 7.025 -2.565 0.0 0.0 0.2
C -4.219 6.178 -3.095 -0.1 -0.1 -0.2
C -5.398 6.066 -2.156 0.1 0.1 0.1
C -0.958 7.638 -1.499 0.0 0.0 0.0
H -3.791 5.206 -3.338 0.0 0.0 0.0
H -4.494 6.671 -4.024 0.0 0.0 0.0
H -5.140 5.524 -1.248 0.0 0.0 0.0
H -6.202 5.532 -2.663 0.0 0.0 0.0
H -5.759 7.054 -1.873 0.0 0.0 0.0
H -0.461 7.577 -2.463 0.0 0.0 0.0
H -0.269 7.402 -0.690 0.0 0.0 0.0
H -1.403 8.617 -1.342 0.0 0.0 0.0
```
Forces are in eV/Å.

## Properties
* Kohn-Sham gap: 0.35390 hartree
* LUMO energy: -2.16 eV
* total charge: +1

***

(2)
C25H65ClN19O11P | ωB97M-V/def2-TZVPD

XYZ file:
```
122
Properties=species:S:1:pos:R:3:forces:R:3
C 4.659 1.395 2.049 0.0 0.1 0.6
C 3.512 1.604 2.426 0.9 -0.1 -0.1
P 1.895 1.939 3.408 0.8 -0.9 -1.5
C 0.352 2.111 2.315 -1.3 0.1 -0.8
C 0.647 2.503 0.800 -0.7 0.8 -0.5
C -0.745 2.317 0.024 0.6 0.1 0.3
N -1.814 3.260 0.436 0.9 -0.2 0.4
O -0.933 1.479 -0.826 0.2 1.0 1.1
C 1.890 1.975 5.319 -0.6 0.8 2.6
C 0.465 2.322 5.939 0.0 -0.4 -1.6
O -0.565 2.280 5.324 1.2 0.2 0.9
Cl 0.406 2.838 7.678 0.4 -0.3 -0.7
C 1.744 0.042 3.504 -0.3 -2.2 -0.5
C 0.469 -0.523 4.258 -0.3 -0.2 1.1
C 1.802 -0.689 2.065 0.1 -1.1 0.4
C 3.079 -1.655 1.912 0.1 0.5 -0.9
C 2.353 3.778 3.263 0.7 1.9 0.4
C 1.351 4.790 3.964 0.4 0.8 0.0
C 3.842 4.132 3.803 -0.7 0.9 -0.1
C 4.807 4.672 2.648 0.8 -0.2 1.0
C 4.961 6.264 2.671 -0.4 -0.6 -0.5
H 5.747 1.216 1.853 -1.9 0.3 0.1
H -0.260 1.153 2.254 1.0 1.0 0.4
H -0.383 2.887 2.705 1.2 -0.9 -0.2
H 1.493 1.944 0.319 -1.1 0.3 0.5
H 0.892 3.610 0.674 -0.2 -1.3 0.4
H -2.142 2.993 1.381 -0.1 -0.1 -0.8
H -1.391 4.191 0.595 -0.1 -0.7 -0.2
H 2.585 2.743 5.778 -0.7 -0.7 -0.7
H 2.213 0.988 5.785 -0.5 1.1 -0.8
H 2.651 -0.363 4.067 -1.0 0.8 -0.6
H 0.277 -1.624 4.042 0.5 1.4 0.1
H 0.604 -0.480 5.391 -0.2 0.0 -1.3
H -0.502 0.009 4.047 1.0 -0.4 0.0
H 0.914 -1.397 2.009 0.9 1.2 0.1
H 1.686 0.013 1.195 0.4 -0.7 0.8
H 3.535 -1.922 2.906 -0.6 0.3 -1.0
H 3.880 -1.156 1.277 -0.9 -0.5 0.9
H 2.810 -2.617 1.381 0.1 1.0 0.7
H 2.408 4.113 2.174 -0.3 -0.9 1.2
H 0.286 4.752 3.602 1.0 -0.2 0.4
H 1.726 5.838 3.710 -0.5 -1.2 0.3
H 1.377 4.755 5.103 -0.1 -0.2 -1.4
H 4.290 3.308 4.426 -0.3 0.7 -0.9
H 3.711 5.017 4.513 0.2 -1.2 -0.7
H 4.506 4.270 1.634 0.3 0.6 1.2
H 5.841 4.253 2.851 -1.2 0.3 -0.3
H 4.243 6.697 1.904 1.0 -0.2 1.0
H 4.723 6.702 3.681 0.2 -0.5 -1.0
H 6.031 6.528 2.438 -1.2 -0.1 0.0
C 0.641 -4.887 1.421 0.3 -0.4 0.0
O 1.645 -4.784 2.116 -0.1 0.1 0.0
N -0.273 -3.885 1.301 -0.2 0.5 0.1
N 0.348 -6.003 0.711 0.3 -0.1 -0.4
H -1.101 -3.950 0.738 0.1 -0.1 0.0
H -0.095 -3.038 1.811 -0.1 -0.1 -0.1
H 0.997 -6.768 0.773 -0.1 0.1 0.1
H -0.478 -6.102 0.131 0.2 -0.1 0.5
C -3.027 -7.038 -0.782 -0.2 0.1 -0.1
O -2.031 -6.958 -0.071 -0.3 -0.1 -0.3
N -3.920 -6.025 -0.905 0.0 0.4 0.2
N -3.320 -8.148 -1.505 0.2 -0.5 -0.1
H -4.740 -6.070 -1.481 0.1 0.0 0.0
H -3.737 -5.185 -0.383 -0.1 -0.1 -0.1
H -2.679 -8.921 -1.439 -0.1 0.1 0.0
H -4.128 -8.235 -2.093 0.0 0.1 0.0
C -1.538 -0.680 -3.978 -0.4 0.5 -0.7
O -1.015 -1.469 -3.189 0.1 0.1 0.2
N -1.953 0.552 -3.599 0.1 0.1 0.6
N -1.733 -0.979 -5.281 0.3 -0.5 -0.1
H -2.380 1.213 -4.220 0.0 -0.1 -0.1
H -1.819 0.801 -2.631 0.0 0.1 0.0
H -1.434 -1.892 -5.596 -0.3 -0.1 -0.1
H -2.152 -0.349 -5.940 0.1 0.0 0.0
C 2.624 -2.492 -4.908 -0.5 -0.2 0.7
O 2.268 -2.746 -6.052 0.2 0.2 -0.2
N 3.932 -2.419 -4.549 0.8 -0.1 -0.2
N 1.749 -2.261 -3.903 -0.2 -0.1 -0.2
H 4.246 -2.212 -3.619 -0.1 0.0 0.0
H 4.614 -2.584 -5.269 0.0 0.0 0.2
H 0.769 -2.303 -4.130 0.0 0.1 0.3
H 2.021 -2.051 -2.960 -0.1 0.0 -0.1
C -1.322 -4.796 -4.574 0.2 0.2 0.4
O -1.868 -4.208 -5.500 0.0 0.0 -0.1
N -0.913 -4.164 -3.450 -0.2 0.1 0.1
N -1.082 -6.138 -4.601 -0.2 -0.6 -0.4
H -0.463 -4.627 -2.681 0.0 -0.1 -0.1
H -1.078 -3.157 -3.398 0.1 -0.1 0.2
H -1.373 -6.640 -5.422 0.1 0.1 0.1
H -0.637 -6.639 -3.855 0.0 0.1 0.0
C 4.184 0.827 -7.098 0.0 -0.2 0.0
O 3.584 1.559 -6.322 -0.1 0.1 -0.1
N 5.047 1.306 -8.035 0.3 0.5 -0.2
N 4.039 -0.521 -7.091 -0.1 0.0 0.3
H 5.549 0.725 -8.681 -0.1 0.0 0.1
H 5.180 2.302 -8.070 0.0 -0.1 0.0
H 3.405 -0.911 -6.409 0.0 -0.1 -0.4
H 4.519 -1.139 -7.719 -0.1 0.0 0.0
C -0.609 1.404 -8.340 0.1 -0.3 -0.1
O -1.440 0.910 -9.087 -0.1 0.1 0.1
N 0.387 0.681 -7.769 0.2 -0.3 0.1
N -0.610 2.727 -8.014 -0.3 0.6 0.0
H 1.079 1.071 -7.152 0.1 0.0 0.0
H 0.423 -0.301 -7.985 0.0 0.1 0.1
H -1.333 3.297 -8.417 0.1 -0.1 0.0
H 0.063 3.152 -7.402 0.0 -0.1 0.0
C -4.027 0.786 3.556 -0.3 -0.3 -0.2
O -3.393 0.055 2.807 0.2 0.1 0.0
N -3.449 1.820 4.227 0.5 0.4 -0.1
N -5.355 0.632 3.782 0.1 -0.1 -0.1
H -3.945 2.433 4.846 0.0 -0.1 0.0
H -2.463 1.964 4.085 -0.1 -0.1 0.2
H -5.816 -0.122 3.303 0.0 0.1 0.1
H -5.894 1.220 4.393 -0.2 -0.2 0.0
C -8.548 1.832 5.777 0.0 -0.1 -0.1
O -7.911 1.105 5.029 0.0 0.2 0.1
N -7.983 2.868 6.453 0.4 0.3 0.1
N -9.878 1.668 5.996 -0.4 -0.3 -0.1
H -8.489 3.475 7.070 0.0 -0.1 0.0
H -6.999 3.022 6.317 -0.1 0.0 0.1
H -10.333 0.912 5.513 0.1 0.1 0.1
H -10.420 2.253 6.605 0.1 0.0 0.0
```
Forces are in eV/Å.

## Properties
* SMILES: C#CP(CCC(N)=O)(CC(=O)Cl)([C@@H](C)CC)[C@@H](C)CCC.NC(N)=O.NC(N)=O.NC(N)=O.NC(N)=O.NC(N)=O.NC(N)=O.NC(N)=O.NC(N)=O.NC(N)=O
* Kohn-Sham gap: 0.32294 hartree
* LUMO energy: 0.25 eV